{"formula": "C43H42BrN3O25P", "method": "wB97M-V/def2-TZVPD", "largest_force_ev_per_a": 4.75, "e_lumo_ev": -4.55, "relative_energy_kcal_mol": 128.2, "homo_ev": -11.0, "charge": 1, "species": ["Br", "P", "O", "O", "O", "O", "O", "O", "O", "O", "O", "O", "O", "O", "O", "O", "O", "O", "O", "O", "O", "O", "O", "O", "O", "O", "O", "N", "N", "N", "C", "C", "C", "C", "C", "C", "C", "C", "C", "C", "C", "C", "C", "C", "C", "C", "C", "C", "C", "C", "C", "C", "C", "C", "C", "C", "C", "C", "C", "C", "C", "C", "C", "C", "C", "C", "C", "C", "C", "C", "C", "C", "C", "H", "H", "H", "H", "H", "H", "H", "H", "H", "H", "H", "H", "H", "H", "H", "H", "H", "H", "H", "H", "H", "H", "H", "H", "H", "H", "H", "H", "H", "H", "H", "H", "H", "H", "H", "H", "H", "H", "H", "H", "H", "H"], "coordinates": [[0.71, 0.46, 5.38], [1.17, 0.19, 3.14], [7.34, -4.18, -1.15], [-5.49, -2.56, -6.20], [-5.29, -5.97, -8.83], [-3.90, 0.59, -1.08], [-3.16, -5.86, -2.77], [-4.65, -1.52, -3.83], [1.08, -1.51, 2.93], [-3.85, -0.75, -1.33], [0.37, 8.98, 6.03], [-0.48, 7.98, 3.65], [8.99, 4.58, 7.44], [2.95, -4.60, 2.24], [-8.50, -10.16, -9.31], [3.87, 1.92, -0.61], [6.88, 3.12, 8.33], [1.04, 3.63, 4.62], [-6.71, -10.17, -7.26], [2.17, 2.41, -2.07], [4.31, 5.36, 5.09], [6.44, 6.75, 4.14], [1.81, 4.62, 7.03], [4.48, -2.34, 2.09], [-7.14, -5.92, -10.83], [-3.92, -6.88, -5.18], [5.77, -6.39, -1.07], [-3.99, 4.33, 1.43], [-2.38, 2.47, 1.09], [-2.04, 2.88, 2.30], [-0.26, 1.06, 2.21], [6.60, 5.89, 5.18], [-7.78, -9.18, -9.21], [-7.88, -8.04, -10.13], [-5.95, -8.07, -7.98], [-4.13, -5.57, -4.89], [1.12, 6.83, 6.60], [3.51, 1.95, 0.80], [1.30, 5.41, 6.27], [7.78, 5.70, 5.76], [4.01, -4.54, 1.39], [-4.46, -2.84, -4.11], [5.38, 5.15, 5.64], [-0.96, 2.23, 2.93], [0.84, 4.95, 4.93], [-7.06, -6.99, -9.99], [0.02, -0.55, -0.04], [-6.03, -6.94, -8.91], [2.60, 3.20, 1.22], [5.46, -5.48, -0.32], [7.93, 4.76, 6.87], [-3.68, -5.08, -3.55], [-6.77, -9.12, -8.12], [2.23, -0.01, -1.48], [2.77, 1.52, -1.41], [-1.89, 1.44, 0.24], [-4.94, -3.34, -5.43], [-3.54, 3.26, 0.48], [-3.29, 5.62, 1.14], [6.72, 4.01, 7.31], [0.54, 7.66, 5.74], [5.96, -3.20, 0.47], [-3.88, -3.66, -3.23], [-0.67, 0.61, 0.80], [-4.72, -4.75, -5.76], [4.32, -5.56, 0.59], [4.81, -3.27, 1.37], [-2.55, 1.15, -1.20], [5.53, 4.19, 6.74], [0.63, -0.04, -1.47], [0.06, 7.19, 4.41], [0.26, 5.78, 4.06], [6.27, -4.23, -0.32], [-3.28, 3.68, -0.54], [1.97, -1.74, 2.55], [-3.81, 6.11, 0.25], [4.49, 2.04, 1.38], [-3.38, 6.30, 2.07], [1.48, 3.25, 5.40], [7.36, -5.04, -1.62], [-5.21, -8.02, -7.20], [-0.07, 5.46, 3.09], [2.94, -3.74, 2.70], [-5.10, -1.15, -4.62], [-4.41, -0.87, -2.14], [-2.17, 5.43, 0.95], [7.82, 3.17, 8.58], [1.47, 7.15, 7.57], [3.20, 4.06, 1.68], [-5.01, 4.41, 1.38], [-2.57, 2.11, -1.83], [-0.77, -1.34, -0.26], [-3.53, -3.32, -2.27], [2.63, -0.42, -2.47], [-4.45, 2.56, 0.39], [0.14, 0.93, -1.81], [-6.45, -5.30, -10.53], [1.87, 2.83, 2.04], [3.75, -6.48, 0.60], [-5.05, -5.09, -6.73], [0.32, -0.83, -2.25], [-7.40, -10.80, -7.57], [-8.63, -8.09, -10.90], [8.67, 6.23, 5.43], [-0.07, 9.37, 5.25], [5.50, 6.71, 3.90], [0.88, -1.07, 0.50], [1.92, 3.57, 0.37], [-3.48, -7.25, -4.39], [2.96, 0.98, 1.03], [-0.64, 2.58, 3.97], [4.65, 3.66, 7.05], [6.54, -2.29, 0.48], [-1.95, 0.39, -1.80], [2.71, -0.65, -0.65]], "lowdin_charge": [0.3727, 0.6456, 0.1107, 0.1257, 0.0898, -0.1699, 0.1241, 0.0563, -0.3755, -0.0522, 0.1048, 0.1147, 0.1234, 0.0940, 0.1204, -0.0694, 0.1037, -0.0204, 0.1017, 0.0646, 0.0947, 0.0962, 0.1097, 0.0787, 0.0983, 0.0965, 0.1316, -0.1308, -0.0559, 0.1254, -0.2499, -0.2208, -0.3101, 0.0815, 0.0788, -0.2109, 0.0874, -0.2097, -0.3193, 0.0828, -0.2214, -0.2010, -0.3048, -0.0365, -0.2147, -0.2200, -0.1241, -0.3032, -0.0666, -0.3063, -0.3092, -0.3042, -0.2167, -0.0722, -0.3592, 0.0302, -0.3020, -0.1441, -0.1228, -0.2176, -0.2176, 0.0759, 0.0850, -0.0234, 0.0931, 0.0865, -0.3126, -0.0842, 0.0784, -0.1656, -0.3069, 0.0800, -0.2164, 0.1385, 0.0199, 0.0912, 0.1412, 0.0974, 0.0725, 0.1229, 0.1221, 0.1227, 0.0925, 0.1323, 0.0851, 0.0881, 0.1202, 0.1428, 0.0875, 0.1129, 0.1482, 0.1330, 0.1293, 0.1392, 0.1567, 0.1055, 0.1162, 0.0300, 0.1422, 0.1122, 0.1263, 0.1192, 0.1397, 0.1405, 0.1193, 0.1123, 0.0887, 0.0903, 0.1209, 0.0698, 0.0818, 0.1315, 0.1389, 0.1264, 0.1168]}

=====

{"formula": "C19H24CrN6OS3", "method": "wB97M-V/def2-TZVPD", "largest_force_ev_per_a": 1.72, "s_squared": 6.02, "e_lumo_ev": [-6.22, -6.41], "spin_multiplicity": 5, "homo_ev": [-14.3, -14.5], "charge": 2, "species": ["Cr", "S", "S", "S", "O", "N", "N", "N", "N", "N", "N", "C", "C", "C", "C", "C", "C", "C", "C", "C", "C", "C", "C", "C", "C", "C", "C", "C", "C", "C", "H", "H", "H", "H", "H", "H", "H", "H", "H", "H", "H", "H", "H", "H", "H", "H", "H", "H", "H", "H", "H", "H", "H", "H"], "coordinates": [[-0.54, -0.23, -0.36], [3.34, -5.23, -4.21], [-2.33, -0.23, 1.34], [-1.33, 2.95, 0.09], [-0.40, 1.76, -0.12], [-3.75, -0.91, 3.39], [1.31, -0.45, -1.15], [3.78, -3.79, -3.66], [-0.74, -2.07, -1.07], [-1.91, -2.24, 3.13], [1.83, -5.28, -3.66], [1.61, -4.15, -3.02], [-2.78, 1.38, -1.73], [-2.93, 2.47, -0.68], [3.73, -1.05, -2.40], [-1.83, -2.84, -1.06], [-1.88, -4.09, -1.67], [-2.65, -1.22, 2.71], [-4.21, -1.60, 4.59], [2.32, 0.42, -1.15], [1.49, -1.64, -1.75], [-0.76, -4.58, -2.32], [2.69, -1.99, -2.39], [0.39, -3.78, -2.36], [-0.68, -2.73, 2.55], [2.74, -3.28, -3.02], [-0.77, 4.16, -1.14], [3.54, 0.16, -1.76], [-1.50, 5.49, -0.97], [0.36, -2.54, -1.73], [-2.70, -2.43, -0.56], [-3.44, -1.60, 5.37], [-3.75, 0.94, -1.94], [-2.36, 1.76, -2.66], [4.32, 0.91, -1.74], [-2.58, 5.40, -1.12], [-0.77, -5.54, -2.82], [-1.32, 5.91, 0.02], [4.66, -1.29, -2.90], [2.14, 1.36, -0.64], [-0.84, -3.68, 2.03], [-0.92, 3.73, -2.14], [-4.52, -2.62, 4.37], [-2.79, -4.67, -1.62], [-3.36, 3.38, -1.07], [-0.29, -2.00, 1.85], [-4.25, -0.10, 3.08], [-2.24, -2.74, 3.94], [0.06, -2.88, 3.33], [0.29, 4.28, -0.96], [-3.54, 2.12, 0.15], [-5.07, -1.06, 4.98], [-1.13, 6.19, -1.71], [-2.12, 0.58, -1.36]], "lowdin_charge": [0.6110, 1.1067, 0.7536, 1.0315, -0.6720, -0.0416, 0.0036, -0.1944, -0.0227, 0.0008, -0.1959, -0.2966, -0.1128, -0.3596, 0.0614, -0.0884, 0.0015, -0.7225, -0.0389, -0.0618, -0.1232, 0.0616, -0.0584, -0.0591, -0.0477, -0.2951, -0.3683, 0.0070, -0.1150, -0.1185, 0.1047, 0.1001, 0.1040, 0.0945, 0.1279, 0.0713, 0.1387, 0.0864, 0.1386, 0.1225, 0.0971, 0.0983, 0.1013, 0.1273, 0.0908, 0.0389, 0.1250, 0.1358, 0.1034, 0.0983, 0.0608, 0.1023, 0.0934, -0.0074]}

=====

{"formula": "C19H34I2N4O4S", "method": "wB97M-V/def2-TZVPD", "largest_force_ev_per_a": 3.46, "e_lumo_ev": -0.65, "homo_ev": -5.3, "species": ["I", "I", "S", "O", "O", "O", "O", "N", "N", "N", "N", "C", "C", "C", "C", "C", "C", "C", "C", "C", "C", "C", "C", "C", "C", "C", "C", "C", "C", "C", "H", "H", "H", "H", "H", "H", "H", "H", "H", "H", "H", "H", "H", "H", "H", "H", "H", "H", "H", "H", "H", "H", "H", "H", "H", "H", "H", "H", "H", "H", "H", "H", "H", "H"], "coordinates": [[1.29, -0.95, 2.77], [1.29, 2.09, -1.18], [1.82, -0.90, -2.48], [1.95, -2.24, -2.95], [0.93, -0.16, -3.32], [-1.15, -1.34, 0.01], [-0.16, 4.19, 2.49], [3.74, -1.61, 0.50], [3.53, -3.45, -0.98], [1.08, -0.98, -0.78], [2.75, -3.59, 1.31], [-3.43, -0.63, -0.52], [1.30, 0.29, -0.03], [-4.47, 0.24, -0.19], [-2.28, -0.51, 0.25], [1.58, 5.84, 2.18], [-4.37, 1.16, 0.85], [3.46, -0.23, -2.38], [1.43, 0.52, 1.27], [-3.22, 1.24, 1.62], [-3.07, -0.93, -3.00], [1.41, -2.33, -0.24], [1.61, 1.87, 1.90], [-2.17, 0.39, 1.31], [-0.44, -1.02, -1.13], [-3.61, -1.58, -1.68], [-3.08, 2.22, 2.75], [2.87, -2.71, 0.13], [0.49, 4.93, 1.57], [-3.04, -2.98, -1.45], [2.08, -4.33, 1.16], [-2.31, -1.56, -3.46], [2.11, 6.41, 1.39], [1.00, 4.31, 0.81], [-5.37, 0.17, -0.78], [-3.15, 3.23, 2.37], [1.73, 1.79, 2.97], [-0.74, -0.04, -1.48], [-0.15, 5.61, 0.94], [-5.20, 1.82, 1.06], [-1.27, 0.45, 1.88], [-3.63, -3.70, -2.00], [-3.84, 2.04, 3.51], [1.14, 6.56, 2.87], [-3.86, -0.80, -3.72], [0.80, -2.59, 0.61], [-2.62, 0.03, -2.77], [4.50, -1.57, -0.17], [-4.68, -1.69, -1.85], [4.17, -1.79, 1.39], [-0.55, -1.78, -1.90], [2.33, 5.24, 2.71], [0.75, 2.54, 1.74], [1.07, -3.07, -0.97], [2.52, 2.33, 1.52], [3.65, -3.95, 1.56], [-2.09, 2.16, 3.18], [4.15, -0.99, -2.71], [3.46, 0.58, -3.10], [-3.09, -3.25, -0.40], [2.99, -4.29, -1.13], [3.70, 0.20, -1.42], [4.40, -3.80, -0.59], [-2.02, -3.07, -1.82]], "lowdin_charge": [1.1057, 1.2230, 0.6374, -0.2693, -0.3243, -0.0512, -0.3420, 0.0863, 0.0752, -0.1933, 0.0367, -0.1566, -0.6709, -0.0164, -0.1766, -0.1337, -0.0258, -0.1531, -0.7433, -0.2422, -0.0331, -0.1446, -0.2405, 0.0492, -0.1933, -0.3278, -0.0311, -0.6456, -0.6019, -0.0531, 0.0847, 0.0706, 0.0500, -0.0011, 0.1141, 0.0882, 0.0429, 0.1024, 0.0811, 0.1155, 0.0754, 0.0814, 0.0817, 0.0532, 0.0760, 0.0630, 0.0760, 0.0724, 0.1212, 0.0726, 0.1119, 0.0482, 0.0328, 0.1282, 0.0735, 0.0814, 0.0699, 0.0756, 0.0672, 0.0869, 0.0843, 0.0406, 0.0803, 0.0541]}

=====

{"formula": "C45H37CdF10N8Se", "method": "wB97M-V/def2-TZVPD", "largest_force_ev_per_a": 1.14, "e_lumo_ev": 1.84, "relative_energy_kcal_mol": 8.8, "homo_ev": -4.3, "charge": -1, "species": ["Cd", "Se", "F", "F", "F", "F", "F", "F", "F", "F", "F", "F", "N", "N", "N", "N", "N", "N", "N", "N", "C", "C", "C", "C", "C", "C", "C", "C", "C", "C", "C", "C", "C", "C", "C", "C", "C", "C", "C", "C", "C", "C", "C", "C", "C", "C", "C", "C", "C", "C", "C", "C", "C", "C", "C", "C", "C", "C", "C", "C", "C", "C", "C", "C", "C", "H", "H", "H", "H", "H", "H", "H", "H", "H", "H", "H", "H", "H", "H", "H", "H", "H", "H", "H", "H", "H", "H", "H", "H", "H", "H", "H", "H", "H", "H", "H", "H", "H", "H", "H", "H", "H"], "coordinates": [[0.32, 0.93, 1.46], [1.69, 0.63, -1.80], [2.92, -3.10, 1.90], [-2.96, 6.50, 3.61], [5.88, 1.43, 2.41], [-0.66, 7.68, 2.72], [5.51, -3.16, 1.45], [3.22, 1.59, 2.68], [1.47, 6.07, 2.09], [7.07, -0.92, 1.68], [-3.20, 3.89, 3.81], [1.29, 3.42, 2.29], [-0.96, 2.12, 3.00], [2.51, 1.44, -0.47], [-1.85, 0.03, -1.74], [-0.36, -1.51, -0.75], [3.04, 0.81, -2.92], [-1.35, -0.70, 2.51], [1.57, -0.57, 2.54], [-1.87, -2.16, -2.43], [6.13, 2.54, -2.09], [-1.61, 1.38, -1.32], [-3.18, -2.29, -2.89], [-1.66, -0.04, 3.77], [-4.70, -3.22, -4.50], [0.85, -1.63, 3.24], [-0.34, 3.14, -0.38], [-5.55, -1.82, -2.75], [1.73, -4.52, -0.35], [-4.26, -1.69, -2.25], [-2.40, 2.32, -2.02], [0.00, -2.86, -0.58], [4.65, 2.57, -0.16], [-2.01, 4.36, 3.37], [-2.25, -3.76, -4.71], [0.79, -5.51, -0.12], [-1.32, -1.21, -1.55], [3.76, 0.39, 2.36], [4.95, -1.98, 1.79], [5.25, 1.85, -2.85], [-1.90, 5.73, 3.27], [-2.59, -1.04, 1.81], [-1.09, 4.09, -1.05], [-0.60, 1.76, -0.43], [-0.55, -5.17, -0.10], [3.70, 1.81, -0.91], [5.74, -0.86, 1.88], [-3.47, 1.91, -3.01], [2.41, -2.12, -0.72], [-0.75, 6.34, 2.83], [-2.14, 3.67, -1.84], [2.90, -0.73, 2.30], [0.32, 5.52, 2.50], [-5.77, -2.59, -3.89], [0.20, 4.16, 2.60], [-2.08, 1.41, 3.57], [4.00, 1.47, -2.28], [3.59, -1.93, 2.02], [-3.40, -3.08, -4.03], [-0.54, -1.90, 2.69], [-0.94, -3.87, -0.34], [5.82, 2.92, -0.74], [1.36, -3.19, -0.56], [5.12, 0.33, 2.20], [-0.97, 3.46, 3.00], [-2.75, 4.39, -2.38], [2.79, -4.76, -0.35], [-6.77, -2.69, -4.29], [0.54, 3.47, 0.16], [-2.46, -0.58, 4.31], [-1.47, -3.04, -4.99], [-4.10, -1.13, -1.34], [6.53, 3.51, -0.18], [-0.43, -2.37, 1.72], [-4.21, 1.23, -2.58], [-1.31, -5.93, 0.11], [-2.37, 1.80, 4.55], [-0.84, 5.14, -0.96], [-1.78, -4.51, -4.06], [-1.05, -2.62, 3.36], [-1.28, -2.96, -2.56], [5.47, 1.58, -3.88], [0.78, -1.36, 4.30], [-2.59, -4.27, -5.61], [-1.99, -3.61, -0.32], [4.39, 2.89, 0.85], [-2.35, -1.43, 0.83], [2.23, -1.31, -0.02], [-3.21, -0.15, 1.69], [1.37, -2.59, 3.22], [7.09, 2.82, -2.50], [2.40, -1.69, -1.73], [-2.50, 0.01, -2.51], [-0.77, -0.03, 4.39], [-2.97, 1.46, 2.93], [-3.04, 1.43, -3.89], [-4.00, 2.79, -3.35], [1.11, -6.54, 0.03], [3.41, -2.53, -0.53], [-3.16, -1.79, 2.37], [-4.87, -3.84, -5.38], [-6.37, -1.34, -2.24]], "lowdin_charge": [1.3999, 1.2105, 0.0622, 0.0926, 0.0975, 0.0792, 0.0959, 0.0631, 0.0996, 0.0924, 0.0526, 0.0181, -0.0625, -0.2030, 0.1328, 0.1211, -0.2137, -0.2657, -0.0838, 0.1205, -0.0919, -0.2560, -0.2061, -0.2154, -0.0566, -0.2446, -0.1954, -0.0903, -0.0528, -0.0397, -0.2244, -0.2638, -0.0311, -0.1362, -0.0433, -0.0950, -0.3997, -0.1785, -0.1626, -0.0392, -0.1638, -0.0884, -0.0887, -0.2730, -0.0949, -0.3663, -0.1567, -0.0529, -0.0886, -0.1695, -0.0688, -0.2393, -0.1657, -0.1000, -0.1869, -0.2653, -0.3927, -0.1738, -0.2131, -0.2038, -0.0625, -0.0785, -0.1979, -0.1630, -0.2235, 0.1007, 0.1124, 0.0956, 0.0638, 0.1206, 0.0867, 0.1113, 0.1019, 0.0844, 0.0695, 0.0965, 0.1134, 0.0996, 0.0839, 0.1266, 0.1182, 0.1053, 0.0992, 0.0744, 0.1096, 0.1083, 0.0487, 0.0290, 0.0792, 0.1038, 0.0947, 0.0253, 0.0806, 0.1064, 0.1007, 0.0876, 0.0739, 0.0947, 0.0831, 0.0921, 0.1065, 0.1027]}

=====

{"formula": "C2H3ClF2", "method": "wB97M-V/def2-TZVPD", "smiles": "FC(F)CCl", "largest_force_ev_per_a": 4.31, "e_lumo_ev": 0.86, "relative_energy_kcal_mol": 19.2, "homo_ev": -11.2, "species": ["Cl", "F", "F", "C", "C", "H", "H", "H"], "coordinates": [[1.71, 0.08, -0.25], [-1.13, 1.16, -0.01], [-1.48, -0.75, -0.70], [0.32, -0.44, 0.79], [-1.06, -0.06, 0.34], [-1.76, -0.30, 1.21], [0.30, -1.52, 0.83], [0.29, -0.25, 1.87]], "lowdin_charge": [0.5635, 0.1211, 0.0863, -0.4995, -0.6154, 0.1730, 0.0745, 0.0965]}

=====

{"formula": "C18H18N2O4S", "method": "wB97M-V/def2-TZVPD", "smiles": "CCCOC(=O)Cn1cnc2scc(-c3ccc(OC)cc3)c2c1=O", "largest_force_ev_per_a": 0.72, "e_lumo_ev": 0.53, "relative_energy_kcal_mol": 24.1, "homo_ev": -7.9, "species": ["S", "O", "O", "O", "O", "N", "N", "C", "C", "C", "C", "C", "C", "C", "C", "C", "C", "C", "C", "C", "C", "C", "C", "C", "C", "H", "H", "H", "H", "H", "H", "H", "H", "H", "H", "H", "H", "H", "H", "H", "H", "H", "H"], "coordinates": [[-2.77, -4.02, 1.31], [-4.59, 3.85, 1.97], [2.03, -1.91, -1.84], [3.77, -0.62, -1.23], [-0.08, 0.16, 1.02], [0.96, -1.83, 0.69], [-0.13, -3.90, 0.77], [-1.38, -1.84, 1.09], [-4.44, 1.63, 2.70], [5.61, 0.08, -2.59], [0.92, -3.18, 0.60], [-4.25, 4.87, 1.06], [-3.29, 2.23, 0.68], [-1.27, -3.23, 1.02], [-0.19, -1.04, 0.93], [-3.17, -0.03, 1.51], [-2.71, -1.42, 1.38], [-3.54, -2.49, 1.52], [2.63, -1.28, -1.01], [-4.09, 2.60, 1.75], [-2.84, 0.93, 0.56], [6.22, 0.07, -3.98], [2.20, -1.13, 0.44], [4.29, -0.67, -2.56], [-3.99, 0.34, 2.58], [2.02, -0.07, 0.66], [-2.23, 0.66, -0.29], [7.16, 0.61, -3.99], [-4.25, -0.40, 3.32], [-4.73, 5.77, 1.44], [6.30, -0.38, -1.88], [6.41, -0.95, -4.31], [5.55, 0.54, -4.70], [4.42, -1.72, -2.86], [5.44, 1.11, -2.26], [3.56, -0.22, -3.24], [-4.59, -2.46, 1.73], [-4.63, 4.66, 0.06], [-5.06, 1.93, 3.53], [3.00, -1.50, 1.09], [-3.01, 2.95, -0.08], [1.85, -3.69, 0.39], [-3.17, 5.03, 1.02]], "lowdin_charge": [1.0752, -0.0855, 0.1369, 0.0132, 0.0797, 0.0227, 0.0807, -0.0952, -0.0009, -0.2309, -0.1291, -0.0932, -0.0070, -0.5346, -0.3390, -0.1872, -0.2221, -0.3448, -0.4746, -0.2749, -0.0196, -0.1059, -0.0246, -0.1795, -0.0226, 0.1384, 0.1192, 0.0715, 0.1158, 0.0917, 0.1136, 0.0741, 0.0742, 0.1356, 0.1141, 0.1377, 0.0772, 0.0944, 0.1165, 0.1470, 0.1034, 0.1429, 0.0955]}